C20H28BrN3O5PtS | ωB97M-V with the def2-TZVPD basis set

XYZ file:
```
59
C20H28BrN3O5PtS ωB97M-V with the def2-TZVPD basis set
Pt 0.4910 0.8351 0.6837
C -4.8923 -6.0301 -0.5480
C -4.1380 -4.7345 -0.6479
C -4.2950 -3.8998 -1.7517
C -3.5921 -2.7119 -1.8552
C -2.7046 -2.3663 -0.8468
C -2.5395 -3.1650 0.2706
C -3.2602 -4.3472 0.3571
S -1.8413 -0.8299 -0.9909
C -0.6847 -1.2503 -2.2876
O -0.9852 -0.7580 0.2825
H -5.7957 -6.0149 -1.1543
H -5.1652 -6.2492 0.4830
H -4.2726 -6.8561 -0.9022
H -4.9891 -4.1805 -2.5332
H -3.7489 -2.0597 -2.7067
H -1.8677 -2.8566 1.0590
H -3.1446 -4.9814 1.2272
H -0.1619 -2.1640 -2.0110
H 0.0025 -0.4106 -2.3870
H -1.2465 -1.3806 -3.2108
C 1.2578 -1.7568 2.4623
N 0.7120 -1.2029 3.6863
C 0.1196 -0.0025 3.7582
N -0.3415 0.4138 4.9475
O -0.0273 0.7502 2.7622
H 1.7482 -2.6952 2.7076
H 2.0220 -1.0984 2.0348
H 0.4817 -1.9489 1.7216
H 0.8108 -1.7351 4.5333
H -0.2726 -0.1362 5.7849
H -0.7740 1.3193 4.9966
C 0.3358 4.0271 -1.3277
C -0.7708 3.3630 -0.4894
C -2.1404 3.6160 -1.0974
C -0.6860 3.8089 0.9630
O -0.5364 1.9555 -0.5888
H 0.2003 5.1061 -1.2565
H 0.2615 3.7312 -2.3731
H 1.3168 3.7675 -0.9346
H -2.3451 4.6865 -1.1139
H -2.9178 3.1289 -0.5091
H -2.1838 3.2414 -2.1189
H -0.9023 4.8761 1.0105
H 0.3105 3.6494 1.3788
H -1.4212 3.2806 1.5716
Br 7.1801 0.1080 -3.0293
C 6.2069 1.1625 -1.9356
C 6.7770 2.4122 -1.4988
N 6.1407 3.2390 -0.7077
C 4.9182 2.8699 -0.3042
C 4.2665 1.6624 -0.6849
C 4.9102 0.7902 -1.5135
C 2.8907 1.3815 -0.1603
O 2.4279 2.1130 0.7430
O 2.2339 0.4174 -0.6462
H 7.7716 2.6914 -1.8309
H 4.4027 3.5536 0.3608
H 4.4479 -0.1346 -1.8319
```

- HOMO energy (spin up / spin down) (eV) = -13.5 / -13.5
- 2S+1 = 5
- LUMO level (spin up / spin down) (eV) = -6.610 / -10.389
- energy (eV) = -120007.826
- Kohn-Sham gap (spin up / spin down) (Eh) = 0.25141 / 0.11274
- net charge = +2